No. 1
14
Properties=species:S:1:pos:R:3:lowdin_charge:R:1 method="wB97M-V/def2-TZVPD" orbital_gap_ev=7.660 charge=-1 multiplicity=1 de_lowest_kj_mol=31.7
O -0.54 1.38 0.22 -0.431
N 0.12 -1.09 0.86 -0.059
N -0.73 -1.03 -1.47 -0.029
C -0.59 -1.78 -0.20 -0.419
C 0.53 2.16 0.57 -0.411
H 0.60 3.12 0.00 0.033
H -0.77 -0.05 -1.18 0.018
H 0.16 -1.11 -1.94 0.031
H 1.07 -0.94 0.51 0.027
H -0.21 -0.06 0.83 0.011
H 1.51 1.65 0.38 0.038
H 0.52 2.49 1.63 0.036
H -1.57 -2.03 0.21 0.078
H -0.08 -2.71 -0.41 0.074



No. 2
52
Properties=species:S:1:pos:R:3:lowdin_charge:R:1 method="wB97M-V/def2-TZVPD" orbital_gap_ev="6.137 / 6.543" charge=-1 s2=3.778 multiplicity=4
Tc 1.02 0.18 -1.24 1.014
S 1.15 0.31 -3.57 0.578
S -0.37 -1.06 1.39 0.658
S 0.86 2.50 -1.28 0.615
F -1.88 -0.68 -2.02 0.066
F -1.89 1.06 -0.56 0.074
O 3.05 0.16 -0.37 -0.202
O -1.34 -1.14 0.26 -0.213
O 4.29 0.31 1.49 0.011
O 0.05 -2.33 1.91 -0.283
N 0.77 -0.11 0.88 -0.315
N 1.46 -4.78 -1.81 0.124
N -0.54 -4.83 -2.98 0.120
N 1.25 -2.03 -1.56 -0.048
C 0.47 4.38 -3.23 -0.141
C 0.85 2.01 -3.95 -0.763
C 1.95 0.01 1.74 -0.172
C -2.44 1.08 4.84 -0.278
C 0.76 2.33 -5.42 -0.152
C 2.31 -2.68 -1.06 -0.090
C -0.72 -0.40 4.00 -0.053
C -1.33 0.27 5.05 -0.041
C -2.93 1.21 3.54 -0.032
C -3.12 1.78 5.98 -0.058
C -2.33 0.56 2.47 -0.024
C 0.32 -2.72 -2.20 -0.063
C 2.39 -4.05 -1.20 -0.106
C 0.42 -4.11 -2.31 -0.357
C 0.72 2.92 -2.98 -0.768
C -1.22 -0.25 2.71 -0.251
C 3.22 0.20 0.90 -0.678
B -1.18 -0.02 -1.03 -0.953
H -4.05 1.28 6.25 0.080
H 0.91 1.43 -6.01 0.045
H -2.69 0.68 1.47 0.108
H 3.24 -4.59 -0.79 0.106
H -0.93 0.16 6.05 0.109
H -2.48 1.80 6.87 0.071
H 1.27 4.99 -2.81 0.068
H -0.52 -2.17 -2.60 0.098
H -0.22 2.73 -5.68 0.074
H -3.79 1.84 3.36 0.115
H 0.40 4.60 -4.30 0.057
H 3.06 -2.08 -0.57 0.103
H 1.51 3.05 -5.73 0.072
H -0.55 -5.81 -2.77 0.089
H 0.13 -1.04 4.17 0.113
H -0.46 4.69 -2.76 0.070
H -1.46 -4.40 -3.02 0.094
H 1.86 0.87 2.42 0.121
H -3.36 2.81 5.72 0.077
H 2.10 -0.89 2.34 0.112



No. 3
126
Properties=species:S:1:pos:R:3:lowdin_charge:R:1 method="wB97M-V/def2-TZVPD" orbital_gap_ev=6.828 charge=-1 multiplicity=1
Ga 0.13 -0.36 -2.29 0.474
F 0.18 2.27 -3.55 0.010
F 0.89 1.74 -0.18 0.116
F 1.86 2.87 -1.74 0.143
F 0.07 3.62 -0.81 0.113
F -1.48 2.09 -2.08 -0.002
O -2.83 -2.79 6.51 0.023
O -0.55 -5.74 -5.00 0.015
O -8.00 1.33 -2.55 0.137
O -7.92 3.08 -1.15 0.008
O 7.98 1.92 -1.54 0.126
O 9.76 1.27 -2.73 0.031
O -4.92 -0.90 1.00 0.092
O 5.92 4.85 3.25 0.091
O -2.53 -5.62 -3.98 0.119
O 1.95 1.44 3.11 0.034
O -0.71 -0.96 -3.88 -0.264
O -2.83 -4.62 5.23 0.122
O 4.15 1.08 3.27 0.105
O 5.89 3.40 1.57 0.023
O -3.77 0.99 0.75 0.023
C -0.16 1.72 -2.31 -0.349
C -2.47 -2.51 1.42 -0.221
C -3.80 2.15 -0.09 -0.150
C -0.77 -1.17 -0.70 -0.222
C 0.67 2.50 -1.28 -0.578
C -5.06 -2.09 6.26 -0.153
C -10.10 3.93 -1.39 -0.154
C 7.96 2.32 1.83 -0.148
C 7.63 3.10 3.10 -0.070
C -8.86 3.95 -0.50 -0.154
C 10.21 3.22 -3.96 -0.154
C -1.97 -3.65 2.32 -0.229
C -4.53 1.71 -1.35 -0.138
C 3.45 -0.76 -0.28 -0.122
C -3.81 -1.93 7.11 -0.165
C 2.71 -1.58 -1.34 -0.342
C 2.12 -0.71 -2.48 -0.226
C 8.89 2.20 -2.27 -0.469
C 0.04 -5.08 2.98 -0.113
C -4.94 -3.54 5.79 -0.071
C -2.61 -2.87 -0.06 -0.200
C 10.80 1.89 -3.50 -0.158
C 0.21 -4.93 -5.91 -0.163
C -1.76 -5.17 -4.77 -0.483
C -0.63 -4.25 1.87 -0.258
C 3.27 3.36 3.38 -0.081
C 1.82 3.71 3.71 -0.141
C -10.06 2.51 -1.96 -0.073
C 3.22 1.85 3.26 -0.476
C 6.59 2.20 1.17 -0.134
C 1.07 2.58 3.03 -0.144
C -1.41 -2.54 -0.98 -0.274
C -1.91 -3.93 -5.63 -0.071
C -5.49 0.65 -0.81 -0.075
C -0.82 -4.11 -6.68 -0.156
C 9.27 3.57 -2.81 -0.070
C -8.57 2.20 -1.97 -0.482
C -3.44 -3.76 5.77 -0.483
C 6.42 3.91 2.69 -0.505
C -4.74 0.12 0.40 -0.471
H 11.67 2.03 -2.86 0.124
H 10.97 3.98 -4.17 0.113
H 3.98 3.65 4.15 0.115
H 1.67 3.67 4.79 0.112
H -8.41 4.93 -0.41 0.124
H 2.74 -0.23 0.37 0.059
H 0.13 2.32 3.52 0.125
H -1.60 -0.49 -0.44 0.047
H -0.13 -1.20 0.18 0.048
H -5.36 -3.71 4.80 0.126
H -2.81 -3.95 -0.11 0.108
H -5.02 2.53 -1.88 0.112
H 4.10 -1.39 0.34 0.064
H -5.69 -0.14 -1.52 0.128
H 0.01 -3.42 1.56 0.105
H 8.43 3.76 3.44 0.118
H -5.01 -1.42 5.40 0.120
H 8.43 1.35 2.01 0.117
H -9.99 4.66 -2.19 0.116
H 0.89 -4.30 -5.33 0.126
H -0.67 -3.35 -0.97 0.093
H 6.03 1.34 1.55 0.119
H -1.20 -4.70 -7.52 0.110
H -2.73 -4.44 2.36 0.110
H 11.06 1.23 -4.32 0.123
H -0.41 -3.18 -7.07 0.112
H 9.63 3.07 -4.88 0.118
H 0.01 -1.03 -4.51 -0.036
H -6.43 1.08 -0.47 0.103
H -1.73 -3.05 -5.00 0.112
H -0.79 -4.86 0.98 0.101
H -3.82 1.24 -2.04 0.115
H 2.31 -1.20 -3.44 0.035
H -11.01 4.17 -0.84 0.112
H -5.98 -1.87 6.81 0.110
H -10.46 2.44 -2.97 0.124
H -3.47 -2.24 1.77 0.075
H -1.79 -2.53 -2.01 0.080
H -10.55 1.79 -1.31 0.131
H 1.51 4.70 3.37 0.114
H 0.70 -4.45 3.59 0.068
H 3.45 -2.27 -1.78 0.087
H 0.67 -5.87 2.56 0.059
H -1.85 -1.62 1.59 0.103
H 2.65 0.25 -2.50 0.035
H 8.39 4.11 -3.11 0.128
H 4.08 -0.01 -0.76 0.063
H 7.33 2.44 3.92 0.131
H -0.71 -5.53 3.62 0.058
H 9.78 4.11 -2.01 0.130
H -2.91 -3.88 -6.05 0.123
H -3.97 -2.26 8.14 0.121
H -9.06 3.55 0.50 0.127
H 1.96 -2.21 -0.87 0.077
H -3.42 -0.92 7.12 0.123
H -2.78 2.48 -0.27 0.106
H -1.84 -3.25 3.33 0.094
H 3.59 3.76 2.42 0.124
H 8.62 2.91 1.19 0.107
H -5.38 -4.24 6.50 0.126
H -4.34 2.94 0.44 0.121
H -3.50 -2.39 -0.48 0.091
H 0.87 2.79 1.98 0.108
H 0.80 -5.59 -6.54 0.117
H 6.65 2.16 0.09 0.093



No. 4
65
Properties=species:S:1:pos:R:3:lowdin_charge:R:1 method="wB97M-V/def2-TZVPD" orbital_gap_ev=7.714 charge=+1 multiplicity=1 de_lowest_kj_mol=0.0
Y 1.72 0.29 -0.54 1.486
Cl 6.66 0.02 -0.40 0.737
Cl 7.38 5.14 -1.81 0.696
P 0.97 1.39 1.93 0.874
F -5.21 2.35 -1.85 0.089
O 1.36 -1.46 -1.87 -0.036
O 0.97 -1.69 0.27 -0.053
O -0.56 0.53 -1.09 -0.100
O 3.75 0.66 -0.69 -0.225
O 1.73 2.37 -1.39 -0.096
N -3.04 -2.69 -1.60 0.049
C 4.06 2.92 -1.34 -0.122
C 2.98 -0.39 5.65 -0.066
C -0.83 1.22 2.19 -0.241
C 5.95 1.53 -0.86 -0.574
C -3.91 -3.92 -1.72 -0.285
C -3.14 -5.11 -2.27 -0.045
C 1.98 0.57 5.81 -0.067
C -5.11 -3.60 -2.58 -0.148
C -4.64 1.14 -1.78 -0.253
C -1.72 -2.83 -1.36 0.046
C -1.36 -0.45 -1.27 -0.280
C 1.73 0.70 3.42 -0.384
C 6.78 2.60 -1.12 -0.092
C 6.27 3.84 -1.50 -0.653
C 2.66 3.17 -1.54 -0.129
C 2.73 -0.26 3.27 -0.097
C -5.88 -2.43 -2.00 -0.121
C 4.56 1.66 -0.95 -0.343
C 3.35 -0.81 4.38 -0.066
C -2.77 -0.27 -1.50 -0.043
C 4.92 4.01 -1.61 -0.046
C -3.59 -1.40 -1.65 -0.047
C -4.98 -1.24 -1.85 -0.126
C 0.58 -1.80 -0.93 -0.604
C -0.88 -1.77 -1.21 -0.038
C -5.48 0.04 -1.92 0.071
C 1.23 3.19 2.05 -0.246
C -3.31 1.02 -1.57 0.080
C 1.36 1.11 4.70 -0.089
H -1.36 1.71 1.37 0.040
H -5.73 -4.49 -2.64 0.129
H 2.40 4.18 -1.88 0.144
H 0.59 1.86 4.84 0.103
H 7.85 2.47 -1.04 0.116
H 3.47 -0.82 6.52 0.111
H -6.54 0.20 -2.09 0.141
H -4.77 -3.37 -3.60 0.142
H 3.04 -0.60 2.29 0.089
H -6.27 -2.72 -1.02 0.136
H 2.29 3.43 1.92 0.049
H -2.58 -4.86 -3.17 0.103
H -4.25 -4.15 -0.71 0.160
H -1.37 -3.84 -1.30 0.139
H -1.15 1.65 3.14 0.049
H -1.09 0.16 2.18 0.054
H -2.67 1.89 -1.47 0.138
H 1.70 0.89 6.80 0.110
H 4.13 -1.55 4.26 0.112
H 0.66 3.69 1.26 0.048
H -2.46 -5.57 -1.55 0.082
H 0.90 3.59 3.02 0.049
H -3.87 -5.88 -2.53 0.094
H -6.74 -2.17 -2.61 0.128
H 4.51 4.96 -1.91 0.122



No. 5
88
Properties=species:S:1:pos:R:3:lowdin_charge:R:1 method="wB97M-V/def2-TZVPD" orbital_gap_ev=8.203 charge=+1 multiplicity=1
S -5.05 1.37 -1.78 1.221
S -2.06 -1.89 -0.39 0.624
F -6.12 2.43 -1.30 -0.251
O -0.65 -1.91 -0.65 -0.271
O -1.42 1.24 -2.20 -0.087
O -2.55 -0.56 -0.05 -0.309
O -2.44 -2.91 0.74 -0.159
N -5.45 0.34 -4.69 0.131
N 3.33 6.76 -5.17 0.125
N -0.60 -4.25 2.68 0.149
N 2.45 1.52 0.94 0.149
N 4.89 3.69 5.25 0.123
N -4.92 -4.64 -3.37 0.152
N 0.44 4.78 -0.69 0.168
N 0.03 -8.97 4.24 0.126
N 7.41 3.76 0.67 0.114
N 10.17 2.34 5.98 0.143
C 2.98 6.26 -4.20 -0.285
C 5.97 3.30 5.31 -0.276
C 7.35 2.83 5.40 -0.102
C 2.15 1.00 -0.04 -0.240
C 10.77 2.73 5.09 -0.261
C 0.66 -8.38 3.48 -0.286
C -1.35 -4.83 3.34 -0.244
C 2.53 5.62 -2.97 -0.104
C -3.48 2.08 -1.28 -0.232
C -5.68 -0.17 -5.69 -0.236
C -3.94 -1.44 -2.35 -0.230
C -5.37 -0.05 -0.72 -0.297
C 6.34 3.78 1.09 -0.287
C 0.09 4.27 0.28 -0.256
C -5.99 -0.80 -6.97 -0.048
C -5.31 -5.27 -2.49 -0.265
C -5.24 -1.35 -1.51 -0.204
C 1.77 0.33 -1.28 -0.046
C -5.80 -6.10 -1.40 -0.057
C -2.56 1.87 -2.51 -0.398
C -0.33 3.64 1.52 -0.050
C 11.52 3.24 3.95 -0.061
C 5.00 3.80 1.65 -0.075
C -2.95 -2.49 -1.84 -0.192
C -1.25 2.78 -2.53 0.051
C 1.44 -7.61 2.52 -0.072
C -2.28 -5.56 4.19 -0.049
H 1.59 5.10 -3.12 0.049
H 4.48 4.73 1.41 0.083
H -6.61 -6.74 -1.73 0.091
H -3.01 1.56 -0.44 0.097
H -6.64 -1.66 -6.82 0.091
H 5.02 3.72 2.74 0.038
H 3.27 4.89 -2.63 0.079
H 1.35 1.04 -1.98 0.070
H 11.06 2.93 3.02 0.086
H 8.04 3.61 5.09 0.064
H 2.64 -0.14 -1.75 0.093
H -2.98 -6.12 3.58 0.088
H -6.40 0.09 -0.37 0.115
H 7.49 1.97 4.75 0.084
H 12.54 2.86 3.97 0.085
H 2.39 6.35 -2.18 0.070
H -3.04 1.71 -3.47 0.125
H 1.21 -7.90 1.50 0.084
H -5.07 -1.14 -7.45 0.092
H -1.68 3.41 -1.69 0.052
H -0.27 2.77 -2.03 0.094
H 11.56 4.33 3.97 0.085
H -1.75 -2.83 1.44 0.060
H 2.51 -7.76 2.67 0.085
H -0.45 4.38 2.31 0.092
H -1.74 -6.27 4.82 0.085
H -5.00 -6.74 -1.01 0.089
H 1.03 -0.44 -1.09 0.053
H -6.16 -5.48 -0.58 0.081
H 0.40 2.90 1.85 0.063
H -6.11 -1.52 -2.15 0.117
H -4.73 -0.02 0.15 0.092
H 1.24 -6.54 2.62 0.060
H -5.24 -2.16 -0.79 0.121
H -3.39 -0.49 -2.39 0.070
H -4.19 -1.73 -3.37 0.098
H -3.63 3.15 -1.15 0.121
H -1.29 3.13 1.40 0.073
H -6.49 -0.10 -7.63 0.093
H -2.84 -4.88 4.83 0.088
H 4.40 2.97 1.27 0.035
H -2.17 -2.61 -2.59 0.118
H 7.61 2.54 6.41 0.069
H -3.45 -3.42 -1.63 0.075



No. 6
73
Properties=species:S:1:pos:R:3:lowdin_charge:R:1 method="wB97M-V/def2-TZVPD" orbital_gap_ev=7.613 charge=+1 multiplicity=1 de_lowest_kj_mol=640.9
S -1.44 0.46 0.80 0.645
S 1.17 4.40 6.09 0.600
O 3.16 -1.76 -0.35 -0.076
O 1.57 4.09 4.74 -0.307
O 0.37 3.49 6.87 -0.274
O 2.48 4.82 6.94 -0.261
N 1.40 1.76 -0.72 -0.132
N 0.76 1.69 -1.87 0.113
C -1.40 -2.17 -5.38 -0.204
C 0.85 0.48 -2.56 0.003
C -5.31 -2.21 -4.34 -0.222
C 2.65 -1.71 2.18 -0.196
C 0.39 5.99 6.09 -0.118
C 1.62 -2.16 -3.13 -0.127
C 3.31 3.79 7.46 -0.263
C 0.43 2.60 1.41 -0.210
C -3.82 -1.64 -4.55 -0.217
C -1.11 2.28 1.00 -0.525
C 4.20 3.19 6.39 -0.077
C -5.40 -3.71 -3.80 -0.276
C 2.17 0.67 -0.26 0.091
C 1.61 -0.83 -2.26 0.016
C -4.90 -3.92 -2.29 -0.132
C 2.31 -2.33 0.73 -0.158
C 1.29 -1.55 3.05 -0.108
C -0.04 -2.98 -5.06 -0.183
C 1.31 3.02 0.11 -0.082
C -2.66 -2.75 -4.51 -0.212
C 1.18 -1.97 -4.67 -0.179
C 2.40 -0.71 -0.90 -0.110
H 2.71 3.02 7.95 0.118
H -2.93 -3.74 -5.00 0.113
H 0.53 -2.38 2.86 0.086
H 0.78 -0.55 2.82 0.040
H 0.26 -3.54 -6.01 0.108
H 0.13 6.26 7.11 0.079
H -1.75 2.68 1.85 0.078
H -1.40 2.86 0.05 0.087
H 0.82 1.63 1.89 0.082
H 3.93 4.25 8.23 0.127
H -2.27 -2.85 -3.44 0.108
H -1.89 0.31 -0.52 -0.126
H -1.65 -2.28 -6.50 0.120
H -3.65 -0.85 -3.72 0.106
H 3.62 2.64 5.65 0.065
H 0.45 3.39 2.23 0.110
H 0.93 -2.91 -2.61 0.132
H 0.92 -0.91 -4.97 0.091
H 2.05 -2.30 -5.34 0.118
H 1.07 6.72 5.66 0.077
H 2.66 -2.63 -3.11 0.139
H 2.34 3.32 0.54 0.146
H 3.33 -2.48 2.70 0.119
H -4.53 -2.89 -1.91 0.072
H -5.87 -1.53 -3.60 0.112
H 2.71 0.84 0.74 0.147
H 3.17 -0.70 2.14 0.097
H 4.93 2.50 6.83 0.083
H 1.61 -1.49 4.15 0.086
H 4.74 3.98 5.86 0.086
H 0.82 3.87 -0.46 0.143
H -6.51 -4.00 -3.82 0.107
H -0.23 -3.76 -4.25 0.102
H 1.23 -2.02 0.49 0.120
H 0.24 0.45 -3.54 0.121
H -5.88 -2.12 -5.33 0.109
H -0.51 5.92 5.48 0.076
H -1.31 -1.06 -5.12 0.093
H 2.34 -3.47 0.74 0.146
H -5.73 -4.31 -1.60 0.077
H -3.81 -1.05 -5.54 0.112
H -4.88 -4.46 -4.50 0.095
H -4.05 -4.70 -2.26 0.074



Respective E_tot values: -266.33250 -2680.01720 -5116.05195 -2951.03327 -2799.42363 -2070.41435 Eh.